# C21H32BClF6O10

A 3-piece molecular cluster, C21H32BClF6O10 overall (ωB97M-V/def2-TZVPD, OMol25).

Summary:
E_tot ... -72279.303 eV
Net charge ... 0
Gap between HOMO and LUMO ... 10.22 eV
Multiplicity ... 1
HOMO energy ... -10.04 eV
SMILES ... CC(=O)OCCC[C@]1(CB(O)O)C[C@@H](C[C@H](C)Cl)OC1=O.CCOC(=O)C(F)(F)F.CCOC(=O)C(F)(F)F

Bonds (Å) are listed after each position.
Positions of all 71 atoms, in Å:
1 C 2.3466 0.5437 1.8340  C2 1.505, H22 1.087, H23 1.089, H24 1.092
2 C 1.6416 1.8729 1.8740  C1 1.505, O3 1.198, O4 1.354
3 O 0.9030 2.2148 2.7529  C2 1.198
4 O 1.9471 2.6569 0.8132  C2 1.354, C5 1.439
5 C 0.9291 3.5409 0.3089  O4 1.439, C6 1.534, H25 1.088, H26 1.090
6 C 0.6104 3.1385 -1.1365  C5 1.534, C7 1.531, H27 1.093, H28 1.091
7 C -0.8586 2.9814 -1.5390  C6 1.531, C8 1.553, H29 1.095, H30 1.092
8 C -1.6429 1.7403 -1.0332  C7 1.553, C9 1.540, C13 1.543, C20 1.533
9 C -0.7008 0.5423 -0.8151  C8 1.540, B10 1.578, H31 1.099, H32 1.097
10 B -1.2542 -0.8754 -0.3988  C9 1.578, O11 1.382, O12 1.366
11 O -0.3666 -1.9118 -0.1797  B10 1.382, H33 0.962
12 O -2.5828 -1.1302 -0.2118  B10 1.366, H34 0.964
13 C -2.8001 1.3909 -1.9929  C8 1.543, C14 1.531, H35 1.090, H36 1.090
14 C -4.0737 1.6605 -1.1863  C13 1.531, C15 1.506, O19 1.444, H37 1.097
15 C -5.2281 0.7192 -1.4070  C14 1.506, C16 1.535, H38 1.091, H39 1.090
16 C -6.5335 1.2112 -0.7668  C15 1.535, C17 1.534, Cl18 1.801, H40 1.089
17 C -6.9004 0.4995 0.5420  C16 1.534, H41 1.089, H42 1.088, H43 1.089
18 Cl -7.8847 1.1001 -1.9520  C16 1.801
19 O -3.6685 1.6352 0.1994  C14 1.444, C20 1.353
20 C -2.3826 2.0480 0.2732  C8 1.533, O19 1.353, O21 1.195
21 O -1.9287 2.5704 1.2475  C20 1.195
22 H 3.1508 0.5175 1.1035  C1 1.087
23 H 2.7575 0.3456 2.8229  C1 1.089
24 H 1.6065 -0.2311 1.6246  C1 1.092
25 H 0.0615 3.5260 0.9656  C5 1.088
26 H 1.3453 4.5475 0.3292  C5 1.090
27 H 1.0223 3.9005 -1.8027  C6 1.093
28 H 1.1725 2.2302 -1.3574  C6 1.091
29 H -1.4080 3.8802 -1.2417  C7 1.095
30 H -0.8699 2.9416 -2.6300  C7 1.092
31 H -0.1018 0.4310 -1.7298  C9 1.099
32 H 0.0286 0.8110 -0.0411  C9 1.097
33 H 0.4476 -1.7702 -0.6717  O11 0.962
34 H -2.7344 -1.9091 0.3354  O12 0.964
35 H -2.7484 0.3591 -2.3416  C13 1.090
36 H -2.8284 2.0185 -2.8841  C13 1.090
37 H -4.3862 2.6949 -1.3734  C14 1.097
38 H -4.9491 -0.2468 -0.9826  C15 1.091
39 H -5.3569 0.5797 -2.4807  C15 1.090
40 H -6.4315 2.2756 -0.5631  C16 1.089
41 H -7.0459 1.2216 1.3440  C17 1.089
42 H -7.8220 -0.0694 0.4378  C17 1.088
43 H -6.1022 -0.1749 0.8502  C17 1.089
44 C -1.3986 -3.9241 2.2514  C45 1.512, H53 1.089, H54 1.092, H55 1.090
45 C -2.0858 -5.2687 2.1808  C44 1.512, O46 1.448, H56 1.088, H57 1.089
46 O -1.1634 -6.2997 1.7540  C45 1.448, C47 1.323
47 C -0.3826 -6.8049 2.6945  O46 1.323, O48 1.195, C49 1.548
48 O -0.3541 -6.5157 3.8537  C47 1.195
49 C 0.5138 -7.9120 2.0883  C47 1.548, F50 1.336, F51 1.341, F52 1.327
50 F 1.0463 -7.5306 0.9233  C49 1.336
51 F -0.2182 -9.0143 1.8714  C49 1.341
52 F 1.5002 -8.2197 2.9216  C49 1.327
53 H -0.9298 -3.6745 1.3004  C44 1.089
54 H -2.1261 -3.1501 2.5048  C44 1.092
55 H -0.6281 -3.9221 3.0217  C44 1.090
56 H -2.8690 -5.2814 1.4259  C45 1.088
57 H -2.5196 -5.5566 3.1375  C45 1.089
58 C 8.5351 2.1867 -0.4589  C59 1.511, H67 1.090, H68 1.090, H69 1.089
59 C 7.6047 2.9976 -1.3305  C58 1.511, O60 1.450, H70 1.087, H71 1.089
60 O 6.6753 2.1408 -2.0402  C59 1.450, C61 1.322
61 C 5.6136 1.7491 -1.3573  O60 1.322, O62 1.195, C63 1.548
62 O 5.3266 2.0193 -0.2292  C61 1.195
63 C 4.7063 0.8794 -2.2611  C61 1.548, F64 1.335, F65 1.340, F66 1.331
64 F 5.4134 -0.0240 -2.9444  C63 1.335
65 F 4.0541 1.6538 -3.1381  C63 1.340
66 F 3.8063 0.2351 -1.5215  C63 1.331
67 H 9.0631 1.4412 -1.0534  C58 1.090
68 H 9.2695 2.8465 0.0029  C58 1.090
69 H 7.9855 1.6778 0.3316  C58 1.089
70 H 8.1439 3.5181 -2.1181  C59 1.087
71 H 7.0380 3.7247 -0.7507  C59 1.089